A structure of composition C17H11FMoNO4S4. Source: the OMol25 dataset; level of theory: the ωB97M-V functional and the def2-TZVPD basis.

Results
- molecular weight (g/mol) = 536.5
- charge = +3
- Kohn-Sham gap (eV) = 4.77
- E_HOMO (Eh) = -0.66762

Last column: Mulliken charge in e.
Geometry (Å):
Mo -0.4289 2.9451 -2.2249  1.156
C 2.3750 -2.3302 2.1971  -1.688
C 0.8631 -2.2527 2.3266  0.352
C 0.2278 -3.6229 2.2207  -0.921
C -1.2842 -3.5455 2.1646  -0.935
C -1.7055 -2.7095 0.9975  0.678
C -2.8491 -2.9728 0.2881  -0.694
C -3.2517 -2.1575 -0.7872  -0.108
F -4.3525 -2.4869 -1.4204  -0.268
C -2.5533 -1.0484 -1.1738  -1.028
C -1.3766 -0.7499 -0.4678  0.339
C -0.5954 0.3828 -0.7300  1.760
O -0.9926 1.2584 -1.7241  -1.155
C 0.5593 0.6824 -0.0337  0.337
C 0.9716 -0.2314 0.9475  -0.370
N 0.2714 -1.3101 1.2337  0.079
C -0.9235 -1.5978 0.5970  0.154
C 1.4240 1.8411 -0.3138  -0.026
O 2.5789 1.9727 -0.2507  -0.296
O 0.6240 3.0321 -0.7560  -0.493
H 2.7134 -3.1310 2.8544  0.417
H 2.9011 -1.4346 2.5222  0.549
H 2.6737 -2.5928 1.1812  0.453
H 0.5635 -1.7635 3.2560  0.192
H 0.5446 -4.1797 3.1026  0.431
H 0.6297 -4.1520 1.3525  0.373
H -1.6762 -3.0922 3.0810  0.343
H -1.7294 -4.5358 2.0892  0.506
H -3.4763 -3.8190 0.5433  0.572
H -2.9051 -0.4388 -1.9926  0.548
H 1.8927 -0.0789 1.4898  0.477
O 2.8334 7.6346 -2.0003  -0.260
C 2.1079 6.7736 -2.2972  0.504
S 0.3281 6.7432 -1.9156  0.042
C -0.0086 5.3089 -2.8058  0.464
C 1.0980 4.6194 -3.3997  0.478
S 0.8899 3.0367 -4.0397  0.007
S 2.6580 5.2725 -3.2072  0.051
S -1.6199 4.7307 -2.9043  -0.020

=====

A structure of composition C17H11FeNO5. Source: the OMol25 dataset; level of theory: the ωB97M-V functional and the def2-TZVPD basis.

Results
- molecular weight (g/mol) = 365.1
- energy relative to the best compared isomer or geometry (same formula, charge and spin) (kJ/mol) = 182.45
- Kohn-Sham gap (spin up / spin down) (eV) = 6.50 / 3.47
- ⟨S²⟩ = 6.105
- multiplicity = 5
- E_HOMO (spin up / spin down) (Eh) = -0.23601 / -0.28470

Last column: Mulliken spin population.
Geometry (Å):
O -0.7054 1.9889 -2.0601  0.001
C -1.5183 2.0251 -1.2290  -0.029
Fe -2.6405 2.2335 0.0968  2.474
C -2.0021 3.8382 0.5510  0.065
O -1.5905 4.9279 0.5393  0.063
C -3.9035 2.7889 -0.9848  -0.022
O -4.5320 3.4062 -1.7491  0.017
C -1.0484 0.2615 1.3298  0.308
C -1.8711 -0.5816 0.4617  -0.053
C -3.0621 0.2320 0.0041  0.361
C -3.8240 0.8108 1.0692  -0.115
C -3.0609 1.4832 2.0435  0.338
C -1.6298 1.3156 1.9927  -0.064
H 0.0329 0.0417 1.4182  0.159
H -1.2999 -1.0015 -0.3990  0.048
H -2.1911 -1.4890 1.0265  0.087
H -3.5132 -0.1103 -0.9395  -0.013
H -4.9166 0.8363 1.0386  -0.004
H -3.5145 2.0705 2.8466  0.001
H -1.0203 1.9696 2.6328  0.001
C 5.0391 -2.5843 -0.8733  0.001
C 4.5390 -1.7888 0.1746  -0.002
C 3.2283 -1.3413 0.0703  0.015
C 2.4305 -1.6875 -1.0025  0.023
C 2.8874 -2.4927 -2.0396  -0.005
C 4.2215 -2.9302 -1.9760  0.003
C 1.0721 -1.1370 -0.7263  0.001
O 0.0837 -1.3528 -1.4437  0.063
N 1.1360 -0.4265 0.4415  0.257
C 2.3958 -0.5191 1.0127  0.001
O 2.7519 -0.0372 2.0784  0.020
H 6.0695 -2.9434 -0.8317  0.000
H 5.1195 -1.5099 1.0560  0.000
H 2.2065 -2.7482 -2.8517  0.000
H 4.6305 -3.5486 -2.7777  0.000

=====

A structure of composition C17H11N3O5PbS. Source: the OMol25 dataset; level of theory: the ωB97M-V functional and the def2-TZVPD basis.

Results
- molecular weight (g/mol) = 576.6
- energy relative to the best compared isomer or geometry (same formula, charge and spin) (kJ/mol) = 6.66
- charge = +2
- Kohn-Sham gap (spin up / spin down) (eV) = 5.22 / 6.48
- E_HOMO (spin up / spin down) (Eh) = -0.56952 / -0.56922

Last column: natural (NBO) charge in e.
Geometry (Å):
Pb -0.0154 -0.1008 0.2281  1.540
O -6.0982 -2.0134 -0.6615  -0.596
C -4.8354 -1.7275 -0.3928  0.394
C -4.2685 -1.8375 0.8912  -0.257
C -2.9493 -1.4943 1.0423  0.085
N -2.1898 -1.0529 0.0334  -0.566
C -2.7130 -0.9810 -1.1903  0.127
C -4.0246 -1.3134 -1.4516  -0.231
C -1.7566 -0.5551 -2.3123  0.751
O -2.1197 -0.6710 -3.4527  -0.556
O -0.5965 -0.1393 -1.8983  -0.870
C -2.1842 -1.6210 2.3089  0.698
O -2.8235 -1.9257 3.4037  -0.085
O -0.9754 -1.4676 2.3838  -0.582
H -6.6052 -2.2755 0.1186  0.508
H -4.8507 -2.1919 1.7335  0.256
H -4.4100 -1.2458 -2.4594  0.286
S 2.5931 -5.5659 -3.3417  0.788
C 1.9765 -4.2313 -2.3461  -0.192
C 1.3495 -4.5252 -1.1456  -0.222
C 0.9227 -3.4594 -0.3666  0.078
N 1.1010 -2.1898 -0.7293  -0.488
C 1.7306 -1.9203 -1.8761  0.082
C 2.2027 -2.9116 -2.7174  -0.219
C 1.8738 -5.3706 -4.8652  -0.203
C 0.8298 -4.4748 -5.1964  -0.217
C 0.3681 -4.4896 -6.4887  0.058
N 0.8588 -5.3087 -7.4366  -0.256
C 1.8388 -6.1550 -7.1366  0.039
C 2.3814 -6.2414 -5.8684  -0.144
H 1.1771 -5.5420 -0.8212  0.263
H 0.4145 -3.6346 0.5729  0.234
H 1.8396 -0.8792 -2.1523  0.243
H 2.7157 -2.6494 -3.6321  0.261
H 0.3959 -3.8140 -4.4621  0.249
H -0.4361 -3.8343 -6.7977  0.242
H 2.1993 -6.7863 -7.9384  0.245
H 3.1748 -6.9432 -5.6449  0.257

=====

A structure of composition C17H12BrClN2O4Tc. Source: the OMol25 dataset; level of theory: the ωB97M-V functional and the def2-TZVPD basis.

Results
- molecular weight (g/mol) = 521.7
- energy relative to the best compared isomer or geometry (same formula, charge and spin) (kJ/mol) = 0.00
- charge = +2
- Kohn-Sham gap (spin up / spin down) (eV) = 5.80 / 6.14
- ⟨S²⟩ = 0.961
- multiplicity = 2
- E_HOMO (spin up / spin down) (Eh) = -0.57475 / -0.57457

Last column: Mulliken spin population.
Geometry (Å):
Tc 0.4243 -0.0553 -0.1935  0.985
O -1.3314 -1.4896 3.0109  0.011
C -1.0389 -1.2603 1.8981  0.014
O -0.2699 -0.1542 1.5269  0.026
C -1.4046 -2.0722 0.7012  0.011
C -2.1168 -3.2477 0.7899  0.004
C -2.4071 -3.9095 -0.3799  0.006
C -2.0243 -3.3729 -1.6213  0.001
C -2.3504 -4.0099 -2.8425  0.000
C -1.9988 -3.4432 -4.0270  -0.002
C -1.3113 -2.2066 -4.0464  0.003
C -0.9687 -1.5691 -2.8882  -0.005
C -1.3108 -2.1484 -1.6542  -0.009
N -0.9849 -1.5410 -0.4549  -0.027
H -2.4177 -3.6096 1.7639  0.001
H -2.9486 -4.8483 -0.3533  0.000
H -2.8885 -4.9497 -2.8131  0.000
H -2.2508 -3.9308 -4.9584  0.000
H -1.0508 -1.7578 -4.9966  0.000
H -0.4419 -0.6240 -2.9298  0.001
Br 0.1078 5.5245 -0.9326  0.000
C -0.7646 3.8846 -0.9995  -0.004
C -2.0929 3.7787 -1.3967  -0.005
C -2.7052 2.5297 -1.4202  0.004
C -1.9899 1.4148 -1.0672  -0.004
N -0.6951 1.5328 -0.6938  -0.005
C -0.0827 2.7441 -0.6462  0.004
H -2.6427 4.6675 -1.6806  0.000
H -3.7407 2.4224 -1.7112  0.000
H -2.4237 0.4274 -1.0674  0.001
H 0.9433 2.7804 -0.3078  -0.004
Cl 4.9889 -0.7118 -0.2568  0.004
C 4.0959 0.0570 -1.5752  0.001
C 2.6975 0.1919 -1.0979  0.030
O 2.3296 0.9295 -0.1493  -0.014
O 1.7148 -0.5375 -1.6115  -0.027
H 4.1329 -0.5740 -2.4562  0.000
H 4.5175 1.0397 -1.7752  0.001